46
Properties=species:S:1:pos:R:3:forces:R:3 method="wB97M-V/def2-TZVPD" multiplicity=3 s2=2.04 homo_ev="-15.0 / -15.0" charge=+2
As -1.69567 -0.09174 2.15740 -2.572 -0.335 2.715
V -0.01535 -0.34379 0.37386 -3.021 -1.600 -1.217
O -0.71896 -3.24325 -0.42970 3.423 3.925 0.123
O 2.32300 -0.02747 2.31126 -3.946 -0.799 -3.378
O 4.60105 -0.31331 -3.61614 -2.476 1.095 1.905
O -3.74546 2.31616 -0.97733 0.767 -2.670 0.933
O 0.11950 2.71955 -0.29474 -0.155 -6.542 0.149
C -0.14078 -1.61090 4.05880 0.338 -0.328 0.171
C 0.41703 -1.96524 5.29450 -0.069 0.208 0.322
C 1.44724 -0.19872 1.56132 6.381 0.831 5.032
C -0.93487 -0.46540 3.91225 0.755 -0.172 0.492
C -3.40615 1.28694 -0.60780 -0.596 2.746 -1.105
C -3.83075 4.18042 2.73433 -0.023 -0.213 -0.184
C 0.20055 -1.15053 6.42286 -0.101 0.091 -0.280
C -3.08351 -1.51245 2.07356 -0.327 -0.021 -0.480
C -0.17311 -2.21741 -0.21071 -5.109 -3.965 1.118
C -4.85087 -3.68828 1.83576 0.132 0.241 0.309
C -2.44948 4.03791 2.90117 -0.138 -0.121 0.183
C 0.10171 1.54955 -0.23835 0.589 9.614 -1.208
C -4.40305 -3.27514 3.10006 0.000 0.200 -0.309
C -1.85391 2.77543 2.81832 0.104 0.206 -0.394
C -3.53778 -2.18159 3.22072 0.299 0.135 0.004
C -3.58725 -1.88652 0.81788 0.258 -0.165 -0.019
C -4.60876 3.04526 2.47381 0.161 0.076 0.083
C -4.45266 -2.98200 0.70032 0.042 0.213 0.148
C -0.56586 0.01793 6.27934 0.161 -0.416 -0.060
C -4.00902 1.78315 2.36284 -0.344 -0.208 -0.204
C 3.74008 0.05406 -2.95089 2.428 -1.103 -1.861
C -2.62831 1.65808 2.48891 0.439 -0.136 -0.195
C -1.13492 0.34276 5.03626 -0.044 0.251 0.212
H 0.78183 -1.45056 -0.44856 2.444 -0.911 -1.494
H 0.05786 -2.27038 3.20894 -0.147 0.089 0.124
H -3.29553 -1.32124 -0.07433 -0.145 -0.330 0.256
H -4.63169 0.90007 2.18117 0.220 0.338 -0.061
H -0.78543 2.67708 3.01158 -0.134 0.060 -0.133
H -1.74175 1.24198 4.96827 0.085 -0.150 -0.002
H -4.30189 5.17233 2.79940 0.290 -0.578 -0.047
H -0.71525 0.67042 7.15070 -0.045 -0.295 -0.546
H -4.73667 -3.80343 3.99476 0.114 0.220 -0.256
H -5.53153 -4.54161 1.75360 0.325 0.342 -0.016
H 0.62921 -1.42451 7.40618 -0.302 0.224 -0.791
H -4.82384 -3.27947 -0.27746 0.086 0.102 0.157
H -3.21334 -1.84073 4.20417 -0.032 -0.243 -0.183
H 1.02921 -2.87308 5.40553 -0.396 0.494 -0.223
H -5.68700 3.15317 2.32626 0.388 -0.148 0.170
H -1.83725 4.91533 3.10412 -0.104 -0.253 0.044


7
Properties=species:S:1:pos:R:3:forces:R:3 method="wB97M-V/def2-TZVPD" multiplicity=1 smiles=CF.F homo_ev=-12.0
F -2.01705 -0.22537 -0.01855 -0.505 0.158 0.111
F 1.57598 -0.52899 0.01565 0.120 -0.136 0.031
C 0.76250 0.58354 -0.01566 -0.295 0.503 -0.247
H 0.52979 0.89550 1.00814 0.084 -0.111 -0.094
H -2.24549 0.65046 0.19078 -0.030 -0.274 -0.026
H -0.16640 0.34356 -0.54369 0.551 -0.001 0.123
H 1.27672 1.39845 -0.53516 0.076 -0.139 0.101


34
Properties=species:S:1:pos:R:3:forces:R:3 method="wB97M-V/def2-TZVPD" multiplicity=1 homo_ev=-5.7 charge=-1
O -4.07770 -1.05070 1.75179 0.094 -0.236 -0.717
O -2.27727 0.87595 -0.13844 0.013 -0.787 -0.235
O 0.61370 -0.95382 -0.93590 0.087 1.787 1.352
O -0.65796 1.58945 -3.30934 0.079 0.106 -0.390
O 1.53332 -0.08588 -3.24853 -0.753 -0.043 -0.994
O 0.12603 0.77666 0.71748 0.274 0.901 -0.902
O 0.77257 3.20568 0.24136 -0.658 -1.165 -0.366
O 2.80508 1.94672 -1.00725 0.704 -0.093 -0.076
O -0.20261 0.01138 3.20600 0.455 1.368 -0.208
N 0.49429 -2.61821 0.68481 -0.973 -0.156 -1.296
C -0.33596 -1.16462 2.45346 -0.869 0.897 -2.228
C 0.78904 -1.41979 1.40231 1.589 1.306 2.063
C -0.07725 -2.10345 -0.57726 0.653 -1.588 -1.144
C 0.97138 -0.17131 0.39730 -0.586 -3.066 0.431
H -2.43351 1.81813 -0.08660 0.221 0.170 0.116
H 0.16835 1.09188 -3.45125 -0.218 0.222 0.032
H 2.38615 0.20046 -2.93727 0.163 -0.247 0.569
H -4.32014 -1.29793 0.84325 -0.102 0.113 0.462
H 2.15203 2.55971 -0.62534 -0.218 0.163 0.218
H 2.03166 0.06493 0.23725 -0.384 0.356 -0.082
H 0.43650 2.19682 0.26748 0.533 1.216 0.308
H -0.16480 0.78804 2.55171 -0.031 -1.910 0.833
H -0.41254 -2.02467 3.09868 0.004 -0.172 0.347
H 1.74841 -1.52064 2.00075 -0.871 -0.011 -0.691
H -1.29392 -1.07300 1.85194 0.807 -0.494 0.586
H -1.16535 -2.00024 -0.48448 0.130 0.405 0.106
H 2.47680 1.75452 -1.88267 -0.268 0.156 -0.255
H 0.93753 -0.34502 -2.50396 1.071 -0.110 0.316
H -0.86150 1.48324 -2.37876 -0.127 -0.106 0.293
H 0.90526 3.37979 1.17209 0.110 0.144 0.265
H 0.14871 -2.76631 -1.45655 -0.560 -0.118 1.014
H 1.29804 -3.18114 0.47383 0.405 0.104 -0.014
H -1.30915 0.69812 0.08751 -0.677 0.615 0.104
H -3.20521 -0.66476 1.58461 -0.098 0.272 0.187


In g/mol, the molecular weight values for the records above are, in order, 498.2, 54.0, 226.2.
In eV, the calculated total energy values for the records above are, in order, -120851.9347, -6536.3312, -24391.8579.